Density functional theory data (ωB97M-V/def2-TZVPD) for a structure of composition C28H48F6MoOP2 at a distorted geometry.

Positions of all 86 atoms, in Å:
Mo  2.200836  -0.453966  0.698791
C  0.429391  -0.744706  2.494367
C  1.734253  -0.122245  2.736250
C  0.272878  1.440273  1.766374
C  -0.449841  0.249838  1.981205
C  1.638646  1.241630  2.185884
C  -0.003090  -2.028188  3.099664
H  0.817964  -2.749363  3.184778
H  -0.808436  -2.501198  2.522247
H  -0.391225  -1.841394  4.114000
C  -1.923028  0.151994  1.948872
H  -2.255298  -0.887517  2.044031
H  -2.342575  0.569742  1.009978
H  -2.371181  0.709923  2.789956
C  -0.334493  2.758668  1.487789
H  -0.621423  3.263403  2.424547
H  -1.248928  2.669631  0.892455
H  0.360238  3.424351  0.964069
C  2.672334  2.300887  2.343985
H  3.141194  2.237010  3.335405
H  2.216051  3.291372  2.240900
H  3.475591  2.231568  1.596574
C  2.748063  -0.607999  3.711312
H  2.433002  -0.400312  4.742183
H  3.712327  -0.125874  3.549526
H  2.893330  -1.686772  3.620052
C  1.802806  -1.791451  -0.718466
C  2.109395  -2.441011  0.550702
C  3.479442  -3.018141  0.859121
C  4.595223  -1.969410  1.101834
C  4.157065  -0.523849  0.948589
C  3.846076  0.020657  -0.368683
C  4.018674  -0.857392  -1.601475
C  2.833044  -1.848768  -1.828481
H  3.803162  -3.731596  0.086665
H  5.455664  -2.181928  0.450347
H  3.409166  -3.644037  1.765726
H  3.230843  -2.875814  -1.942275
H  0.744556  -1.717978  -1.038708
H  1.296803  -3.086994  0.921585
H  2.339670  -1.610021  -2.783138
H  4.112685  -0.195186  -2.478424
H  4.045936  1.088921  -0.532098
H  4.967018  -1.427005  -1.562080
H  4.991524  -2.117106  2.119688
H  4.658527  0.172575  1.619711
P  -2.269406  -2.275418  -0.623791
C  -4.037898  -2.389337  -0.185603
H  -4.555774  -3.014384  -0.925961
H  -4.455332  -1.372985  -0.144126
H  -4.105852  -2.844815  0.812875
C  -2.383736  -1.704141  -2.362654
H  -2.943166  -2.449101  -2.945386
H  -1.365704  -1.608688  -2.768518
H  -2.869816  -0.719398  -2.388932
C  -1.866267  -4.039188  -0.920011
H  -0.842664  -4.102482  -1.313634
H  -2.580990  -4.465475  -1.636791
H  -1.908678  -4.582891  0.033046
P  1.172036  1.634437  -1.972465
C  2.094713  3.185759  -1.690432
H  2.359688  3.725888  -2.617079
H  3.022990  2.899009  -1.175845
H  1.544793  3.864550  -1.028631
C  1.543729  1.116508  -3.678314
H  2.565144  0.716150  -3.707531
H  1.454787  1.923280  -4.423598
H  0.860969  0.301942  -3.957051
C  -0.559412  2.166255  -1.963100
H  -1.000404  2.219736  -2.971066
H  -0.667256  3.144898  -1.480300
H  -1.147683  1.437148  -1.383030
C  -5.160168  1.317636  -1.974148
C  -4.242439  1.699950  -0.823566
O  -3.182993  0.919849  -0.695311
C  -3.835174  3.224956  -1.089284
F  -4.919846  4.054917  -1.156049
F  -2.992548  3.743913  -0.155295
F  -3.204827  3.327534  -2.300388
C  -5.113220  1.691390  0.516833
F  -6.304717  2.344750  0.365408
F  -5.419887  0.405260  0.865261
F  -4.475709  2.244559  1.583305
H  -4.569307  1.295462  -2.895902
H  -5.990294  2.022031  -2.075440
H  -5.541541  0.305314  -1.802831

Forces on the atoms, in the same order (eV/Å):
-3.095 4.645 0.023
-0.645 0.940 0.377
-1.062 1.003 0.696
2.196 0.727 0.834
0.285 -2.272 0.556
-0.980 -0.711 -0.095
-0.161 -0.544 -0.011
-0.154 0.193 0.039
0.202 0.142 0.094
0.111 -0.051 -0.241
-0.669 -0.153 -0.439
0.093 0.290 -0.086
0.376 -0.315 0.800
0.300 -0.011 -0.191
-0.179 0.221 -0.733
0.169 -0.278 -0.058
0.195 -0.024 0.150
-0.122 -0.096 0.161
0.437 0.407 -0.065
-0.118 0.069 -0.234
0.181 -0.174 0.063
-0.132 0.141 0.206
0.287 -0.123 0.095
-0.066 -0.011 -0.128
-0.105 0.005 0.158
-0.038 0.028 0.103
-1.165 -2.568 -1.709
-1.407 -2.467 -0.628
0.501 -0.633 0.413
0.624 -0.435 0.488
2.736 0.513 -0.561
2.581 0.160 -0.437
0.064 0.148 -0.610
0.019 0.410 -0.640
-0.281 0.281 -0.053
-0.255 0.239 0.023
-0.200 0.347 -0.331
-0.326 0.410 0.243
0.503 -0.487 0.371
0.161 0.684 0.081
0.139 -0.041 0.361
-0.060 -0.288 0.377
-0.110 -0.399 0.315
-0.397 0.363 0.208
-0.243 0.212 -0.327
-0.290 -0.009 0.052
0.510 0.162 0.078
0.132 -0.020 0.060
-0.106 0.221 0.269
-0.007 -0.505 -0.037
-0.203 0.112 -0.289
0.060 -0.030 -0.019
0.091 0.357 -0.069
-0.286 -0.037 -0.046
0.130 -0.403 -0.152
-0.028 0.076 0.086
-0.265 -0.131 0.018
0.270 -0.110 0.176
-0.007 0.008 -0.297
0.279 -0.375 1.033
0.637 0.027 -0.113
-0.200 -0.254 0.369
-0.086 0.352 -0.207
0.046 -0.207 -0.167
0.122 -0.224 -0.221
-0.229 0.154 -0.101
-0.036 -0.167 0.383
0.140 0.198 0.060
-0.742 -0.198 -0.111
0.266 0.046 0.307
0.077 -0.232 -0.184
0.138 0.237 -0.252
-0.167 -0.417 -0.331
-2.294 1.796 -0.498
0.959 -0.110 0.380
0.078 1.675 -0.371
1.316 -1.400 0.248
-0.616 -0.699 -0.709
-0.586 -0.371 1.238
-1.263 -0.019 1.489
1.836 -0.813 -0.084
0.519 1.208 -0.553
-0.314 -0.466 -1.181
-0.170 0.087 0.151
0.151 -0.232 -0.057
-0.050 0.218 -0.008

The value obtained for the orbital gap (spin up / spin down) is 5.46 / 4.26 eV. As for the multiplicity: 3. As for the net charge: +2. The energy relative to the best compared isomer or geometry (same formula, charge and spin) comes out at 107.0 kcal per mole. The value obtained for the LUMO energy (spin up / spin down) is -7.80 / -8.99 eV.

Here is what Löwdin gives for the atomic charges, in e: 1.6565 -0.2215 -0.3603 -0.1453 -0.1595 -0.2920 -0.0188 0.0857 0.0834 0.1215 -0.0250 0.0666 0.0533 0.1265 0.0127 0.1384 0.0647 0.0835 -0.0088 0.1071 0.0945 0.0771 -0.0016 0.1257 0.0829 0.0926 -0.3281 -0.3025 -0.1527 -0.1572 -0.3371 -0.3214 -0.1554 -0.1550 0.1282 0.1269 0.1242 0.1314 0.0907 0.1282 0.1058 0.1050 0.1031 0.1276 0.1228 0.1259 0.7622 -0.2808 0.0574 0.0057 0.0501 -0.2950 0.0530 0.0238 0.0098 -0.3035 0.0292 0.0490 0.0404 0.8613 -0.2547 0.0679 0.0160 0.0382 -0.2574 0.0284 0.0696 0.0490 -0.2816 0.0664 0.0423 0.0151 0.0266 -0.4168 0.0797 -0.4589 0.1654 0.1354 0.1314 -0.4572 0.1653 0.1376 0.1517 0.1077 0.1119 0.1080

---

Density functional theory data (ωB97M-V/def2-TZVPD) for a cluster of 3 separate species, C28H48N6O5P2 in total at a distorted geometry.

Positions of all 89 atoms, in Å:
C  1.876853  -6.568366  -1.972485
O  2.818859  -5.486292  -2.300522
C  4.217353  -5.860396  -1.924078
C  4.330498  -5.875947  -0.270457
C  5.372466  -6.871536  0.573002
C  5.417067  -6.870699  2.243526
C  4.434716  -5.863335  3.085495
C  3.424156  -4.871932  2.208420
C  3.340146  -4.832821  0.571339
C  2.425397  -3.888441  3.118536
O  2.195539  -2.587486  2.813257
C  1.771425  -4.625487  4.468317
C  0.211222  -4.431740  4.957819
C  -0.274057  -5.219972  6.343077
C  0.754141  -6.157947  7.236698
C  2.306680  -6.375455  6.736518
C  2.796068  -5.611314  5.347643
C  4.347616  -5.791267  4.749668
O  5.405513  -5.891196  5.565826
H  1.730704  -6.738232  -0.801562
H  2.237900  -7.592272  -2.409127
H  0.786957  -6.368773  -2.413092
H  4.407866  -6.973943  -2.306678
H  5.012441  -5.136049  -2.430739
H  6.117786  -7.603077  0.023562
H  6.157091  -7.613669  2.784219
H  2.627907  -4.117838  -0.035489
H  -0.548176  -3.757716  4.330566
H  -1.392600  -5.115358  6.745912
H  0.437179  -6.696167  8.236268
H  3.122468  -7.015275  7.285991
C  2.135804  1.201006  2.448486
N  2.356814  1.211560  1.005945
C  2.503019  -0.179534  0.554808
P  1.361272  2.127046  -0.044961
O  0.075638  1.430859  0.464949
N  0.978269  3.661165  0.577118
C  1.623317  4.314049  1.700452
C  -0.428014  4.061147  0.529455
N  2.839204  2.927365  -0.631141
C  2.835430  2.975108  -2.096509
C  4.199890  2.674118  -0.167114
H  2.854987  0.540062  2.947900
H  1.128986  0.874767  2.719223
H  2.320031  2.181258  2.885458
H  2.724125  -0.210477  -0.517811
H  1.591430  -0.761844  0.728169
H  3.339383  -0.673012  1.061786
H  1.195862  3.992892  2.655123
H  1.500121  5.402119  1.634940
H  2.701029  4.146771  1.726300
H  -0.992024  3.630083  1.361757
H  -0.891752  3.737015  -0.409393
H  -0.536622  5.151301  0.567033
H  3.026435  1.982720  -2.520128
H  3.584339  3.676137  -2.478779
H  1.863031  3.318794  -2.462588
H  4.557673  1.682181  -0.456273
H  4.294373  2.783041  0.918850
H  4.891502  3.412749  -0.588150
C  -5.531677  5.143050  -1.217648
N  -5.982950  4.630906  -2.507587
C  -7.048056  5.513793  -3.003675
P  -4.871842  4.208178  -3.740614
O  -4.227190  5.615952  -3.728864
N  -3.504117  3.393339  -3.146844
C  -3.361511  2.811938  -1.825534
C  -2.199835  3.869130  -3.607671
N  -5.612916  2.589837  -3.754120
C  -5.875374  2.170605  -5.134322
C  -6.707755  2.134766  -2.902560
H  -6.386380  5.380015  -0.572035
H  -4.916792  6.041128  -1.311386
H  -4.974830  4.388705  -0.663876
H  -7.450703  5.130922  -3.947943
H  -6.683883  6.531770  -3.180424
H  -7.886076  5.555537  -2.299381
H  -3.044811  3.555742  -1.088166
H  -2.605933  2.016717  -1.835197
H  -4.276765  2.335969  -1.470740
H  -1.872518  4.744214  -3.038688
H  -2.238622  4.139487  -4.669251
H  -1.433268  3.091012  -3.515199
H  -6.721391  2.724434  -5.556577
H  -6.084632  1.097876  -5.196752
H  -4.998897  2.359957  -5.761722
H  -7.652803  2.628608  -3.144564
H  -6.493150  2.280805  -1.838264
H  -6.858060  1.055159  -3.016726

Forces on the atoms, in the same order (eV/Å):
-0.990 -1.074 0.546
1.072 -1.604 0.830
-0.370 -1.067 0.810
0.339 0.276 3.842
-2.500 2.490 2.078
-2.448 2.568 -1.920
-0.065 -0.191 -3.580
0.981 -1.214 -1.062
3.089 -2.849 2.208
-0.662 4.332 -0.904
1.269 -8.494 1.850
-0.873 -1.611 2.542
2.725 -2.304 2.143
3.367 -0.497 -0.760
1.838 1.681 -3.594
-2.306 2.928 -2.760
-2.566 0.477 0.590
2.963 -0.433 2.748
-6.519 0.378 -5.220
0.521 0.576 -2.416
-0.505 1.866 0.661
2.686 0.019 0.776
-0.225 2.369 0.817
-2.084 -1.371 1.202
-1.831 1.709 1.149
-1.756 1.817 -1.155
1.566 -1.617 1.596
1.974 -1.691 1.624
2.801 -0.174 -1.147
0.498 1.328 -2.382
-1.978 1.395 -1.093
-0.164 0.254 0.233
1.327 -1.115 0.705
0.206 0.276 -0.302
0.373 1.137 7.359
-0.456 -0.266 -3.885
-1.558 1.257 -0.284
0.686 0.376 -0.514
-0.175 -0.382 -0.114
0.415 -0.935 -2.692
0.039 0.564 -0.248
0.251 -0.519 0.418
-0.098 -0.106 -0.364
-0.039 -0.063 0.082
-0.154 0.063 -0.126
-0.067 0.054 -0.113
0.043 0.000 -0.005
-0.144 0.149 0.078
-0.080 -0.065 0.037
-0.107 -0.099 -0.067
-0.084 -0.197 -0.067
-0.193 -0.036 0.035
0.109 -0.043 0.319
0.309 -0.081 0.055
0.122 0.119 -0.182
-0.012 -0.102 0.105
-0.104 -0.053 0.076
0.188 -0.028 0.095
-0.295 -0.245 -0.285
-0.355 0.083 -0.392
0.348 -0.072 0.144
-1.684 0.382 1.096
0.035 -0.431 -0.189
2.083 0.745 7.115
-0.675 -0.551 -3.803
1.831 -0.122 -0.750
-0.363 -0.878 -0.199
-0.134 0.399 -0.188
-1.447 -0.181 -2.482
0.273 -0.529 -0.180
-0.426 0.367 0.438
-0.080 0.008 -0.355
0.036 0.095 0.049
0.124 0.025 -0.159
0.049 0.013 -0.082
0.003 -0.006 -0.042
0.172 -0.079 0.051
0.001 0.090 -0.012
0.008 0.141 -0.052
-0.069 0.176 -0.104
0.130 0.143 -0.031
-0.019 0.091 0.314
-0.275 -0.120 0.165
-0.052 -0.214 -0.125
-0.033 0.117 0.090
0.052 0.121 0.039
-0.145 -0.065 0.141
0.019 0.275 -0.387
0.244 0.042 -0.472

The value obtained for the orbital gap is 6.18 eV. The SMILES is COCc1ccc2c(c1)C(=O)c1ccccc1C2=O.CN(C)P(=O)(N(C)C)N(C)C.CN(C)P(=O)(N(C)C)N(C)C. The value obtained for the LUMO energy is -1.62 eV.

Here is what Löwdin gives for the atomic charges, in e: -0.1361 -0.2727 -0.1740 -0.0911 -0.0012 0.0063 -0.0303 -0.0200 0.0569 -0.1779 -0.0477 -0.0282 0.0027 -0.0521 -0.0564 0.0040 -0.0228 -0.1997 -0.0379 0.1016 0.0947 0.1141 0.1306 0.1469 0.0909 0.1027 0.1215 0.1110 0.0925 0.0889 0.1012 -0.1149 -0.3495 -0.1489 0.7388 -0.3191 -0.3221 -0.1315 -0.1427 -0.2928 -0.1522 -0.1325 0.0843 0.0856 0.0525 0.0719 0.0733 0.0767 0.0800 0.0820 0.0662 0.0808 0.0465 0.0828 0.0755 0.0795 0.0723 0.0792 0.0741 0.0862 -0.1192 -0.3568 -0.1438 0.7378 -0.3187 -0.3208 -0.1246 -0.1450 -0.2930 -0.1540 -0.1326 0.0832 0.0840 0.0552 0.0725 0.0797 0.0800 0.0664 0.0856 0.0690 0.0764 0.0721 0.0757 0.0752 0.0793 0.0763 0.0788 0.0741 0.0869